Density functional theory data (ωB97M-V with the def2-TZVPD basis set) for C36H26BrFeN10O2 as an isolated structure in a non-equilibrium geometry.

Positions of all 76 atoms, in Å:
Fe  1.754  0.006  0.527
Br  7.461  -0.140  5.332
C  6.227  -0.146  3.899
C  6.691  -0.180  2.579
C  5.806  -0.173  1.527
C  4.419  -0.124  1.742
O  3.598  -0.105  0.722
C  3.959  -0.101  3.082
C  2.571  -0.037  3.452
N  1.587  0.017  2.639
C  0.236  0.133  3.073
C  -0.209  0.207  4.356
C  -1.585  0.362  4.651
C  -2.515  0.441  3.664
C  -2.102  0.357  2.313
C  -2.999  0.430  1.224
C  -2.536  0.340  -0.052
C  -1.152  0.172  -0.254
N  -0.287  0.105  0.727
C  -0.734  0.196  2.022
C  4.890  -0.112  4.144
H  7.757  -0.211  2.390
H  6.159  -0.204  0.503
H  2.381  -0.028  4.529
H  0.493  0.150  5.178
H  -1.899  0.428  5.685
H  -3.566  0.565  3.898
H  -4.060  0.561  1.417
H  -3.205  0.394  -0.903
H  -0.742  0.098  -1.260
H  4.531  -0.090  5.168
C  -0.131  4.996  -1.550
N  0.834  4.004  -1.056
C  0.617  3.043  -0.162
N  1.639  2.209  -0.138
C  2.486  2.729  -1.077
N  2.023  3.802  -1.679
C  -1.382  4.281  -2.015
C  -2.658  4.719  -1.685
C  -3.769  3.947  -2.014
C  -3.610  2.709  -2.621
C  -2.330  2.278  -2.957
C  -1.231  3.081  -2.688
C  -2.013  0.921  -3.420
N  -0.902  0.538  -3.936
N  -0.913  -0.852  -3.906
C  -2.034  -1.195  -3.381
O  -2.806  -0.124  -3.059
C  -2.369  -2.525  -2.858
C  -3.648  -2.918  -2.476
C  -3.811  -4.113  -1.790
C  -2.704  -4.869  -1.414
C  -1.427  -4.466  -1.785
C  -0.173  -5.119  -1.244
N  0.752  -4.065  -0.794
C  0.443  -2.922  -0.187
N  1.513  -2.157  -0.098
C  2.489  -2.910  -0.691
N  2.062  -4.064  -1.153
C  -1.278  -3.327  -2.558
H  0.374  5.518  -2.358
H  -0.359  5.712  -0.764
H  -0.275  2.984  0.447
H  3.446  2.292  -1.315
H  -2.790  5.653  -1.147
H  -4.761  4.299  -1.762
H  -4.470  2.083  -2.831
H  -0.245  2.712  -2.950
H  -4.504  -2.292  -2.702
H  -4.804  -4.437  -1.503
H  -2.838  -5.756  -0.803
H  0.367  -5.681  -2.000
H  -0.405  -5.786  -0.418
H  -0.549  -2.678  0.167
H  3.512  -2.579  -0.788
H  -0.292  -2.984  -2.854

Output
**Total charge**: +1
**Kohn-Sham gap (alpha / beta)**: 6.78 / 6.83 eV
**Energy above the lowest of the compared OMol25 structures with the same formula, charge and spin**: 0.00 kcal/mol
**Multiplicity**: 5
**Expectation value of S²**: 6.02
**Highest occupied orbital energy (alpha / beta)**: -10.13 / -10.20 eV
**Total energy**: -161176.53816 eV
**LUMO level (alpha / beta)**: -3.35 / -3.37 eV